[1]
This record from the OMol25 dataset describes an isolated ion of composition C2H4NO and charge +1 at a distorted geometry. The level of theory is the ωB97M-V functional and the def2-TZVPD basis.

## Properties
ΔE to the lowest compared entry with this formula, charge and spin	92.5	kcal/mol
F_max	5.9	eV/A
highest occupied orbital energy	-0.6292	Eh
net charge	+1
DFT total energy	-208.1232	Ha
structure (SMILES)	O=[N+]1CC1
orbital gap	0.3447	hartree

Geometry as XYZ:
```
8
C2H4NO (the ωB97M-V functional and the def2-TZVPD basis)
O -2.4651 -0.7416 0.3606
N -1.3214 -0.4936 0.2547
C -0.2901 0.2641 -0.6750
C -0.0556 -0.3392 0.6832
H -0.4879 1.2849 -1.0408
H 0.1244 -0.3196 -1.5065
H 0.6579 -1.3226 0.6992
H 0.0074 0.0848 1.7220
```


[2]
This record from the OMol25 dataset describes a 4-piece molecular cluster, C2H9NO overall at a distorted geometry. The level of theory is the ωB97M-V functional and the def2-TZVPD basis.

## Properties
ΔE to the lowest compared entry with this formula, charge and spin	73.2	kcal/mol
F_max	2.8	eV/A
highest occupied orbital energy	-0.3850	Eh
DFT total energy	-211.4684	Ha
orbital gap	0.4218	hartree

Geometry as XYZ:
```
13
C2H9NO (the ωB97M-V functional and the def2-TZVPD basis)
N -2.2983 -0.1327 0.0946
H -2.4230 -1.1587 0.2250
H 1.4654 -2.6218 -2.2250
H -1.4802 0.0158 0.6445
H -1.9724 -0.0978 -0.8730
C 0.5713 1.6666 0.4596
O 0.6495 1.0005 1.7977
C 1.2149 0.3361 0.6775
H -0.4948 1.7716 0.1578
H 1.0903 2.5783 0.1713
H 0.7248 -0.5265 0.3451
H 2.3016 -0.0434 0.6001
H 0.6508 -2.7880 -2.0754
```


[3]
This record from the OMol25 dataset describes a 2-piece molecular cluster, CH4N2P2 overall at a distorted geometry. The level of theory is the ωB97M-V functional and the def2-TZVPD basis.

## Properties
ΔE to the lowest compared entry with this formula, charge and spin	73.0	kcal/mol
F_max	3.3	eV/A
highest occupied orbital energy	-0.3314	Eh
DFT total energy	-832.5686	Ha
orbital gap	0.3534	hartree

Geometry as XYZ:
```
9
CH4N2P2 (the ωB97M-V functional and the def2-TZVPD basis)
C 0.2006 -0.2161 -0.3872
N -0.3192 1.0837 -0.4326
N 0.4583 -0.8031 0.9292
P 0.9373 0.8239 -1.6811
P -0.4858 -1.8418 -0.0600
H -1.1817 1.2882 -0.8869
H 1.3101 -1.0220 1.3638
H 2.0250 1.2027 -0.6243
H -2.2681 -1.2812 0.2406
```


[4]
This record from the OMol25 dataset describes C32H35AsN3O5S2W as an isolated structure at a distorted geometry. The level of theory is the ωB97M-V functional and the def2-TZVPD basis.

## Properties
ΔE to the lowest compared entry with this formula, charge and spin	18.0	kcal/mol
F_max	6.3	eV/A
highest occupied orbital energy (alpha / beta)	-0.6200 / -0.6200	Eh
net charge	+3
DFT total energy	-4879.0449	Ha
orbital gap (alpha / beta)	0.2009 / 0.2010	hartree

Geometry as XYZ:
```
79
C32H35AsN3O5S2W (the ωB97M-V functional and the def2-TZVPD basis)
W 0.1249 -0.4795 -0.4356
S -2.2365 -0.9954 -0.4547
C -2.8820 0.3010 0.5832
C -4.1837 0.7552 0.4033
C -4.6967 1.7431 1.2225
C -3.9315 2.2696 2.2562
C -2.6501 1.7917 2.4789
C -2.1067 0.8108 1.6379
As -0.2741 0.0772 1.8531
C -0.0629 0.5010 3.8855
C -0.5684 -0.5317 4.6925
C -0.5531 -0.3956 6.0719
C -0.0285 0.7577 6.6440
C 0.4628 1.7799 5.8450
C 0.4535 1.6651 4.4583
C 0.7054 1.6041 0.9714
C 0.0401 2.6920 0.3767
C 0.7641 3.7502 -0.1535
C 2.1501 3.7592 -0.0820
C 2.8203 2.7208 0.5524
C 2.1094 1.6548 1.0812
H -4.7888 0.3067 -0.3677
H -5.7042 2.0888 1.0635
H -4.3337 3.0397 2.8946
H -2.0484 2.1610 3.3065
H -0.9758 -1.4253 4.2055
H -0.9394 -1.1851 6.7008
H 0.0024 0.8537 7.7194
H 0.8583 2.6759 6.3032
H 0.8335 2.4676 3.8321
H -1.0490 2.7302 0.3692
H 0.2463 4.5849 -0.6000
H 2.7063 4.5915 -0.4838
H 3.8937 2.7629 0.6572
H 2.6250 0.8924 1.6678
C -5.7708 -0.3973 -5.2137
C -4.4089 -0.1755 -4.6739
C -3.2991 -0.7979 -5.2536
C -2.0319 -0.6363 -4.7265
C -1.8721 0.1755 -3.6085
C -2.9518 0.8201 -3.0143
C -4.2117 0.6349 -3.5501
S -0.2739 0.3866 -2.9007
O 0.6757 1.2070 -3.5534
O -0.4631 0.9444 -1.4517
N 0.4418 -0.9457 -2.3663
C 0.1583 -2.3569 -2.5946
C 0.7454 -2.8464 -1.2629
O 1.7945 -3.4115 -1.1399
O 0.0830 -2.3319 -0.2439
H -5.7299 -0.7208 -6.2493
H -6.3906 0.4928 -5.1324
H -6.2641 -1.1830 -4.6376
H -3.4404 -1.4152 -6.1289
H -1.1817 -1.1218 -5.1803
H -2.7899 1.4538 -2.1512
H -5.0674 1.1211 -3.1075
H 0.7037 -2.7899 -3.4375
H -0.9198 -2.5677 -2.6792
C 4.6177 -1.8415 1.8908
N 3.3242 -1.8478 1.2275
C 2.2308 -2.2186 2.1059
C 3.1067 -1.3924 -0.0131
O 1.9877 -0.6941 -0.2196
N 3.9436 -1.5790 -1.0161
C 3.7741 -0.9008 -2.2886
C 4.9943 -2.5826 -0.9906
H 4.5018 -1.2890 2.8261
H 5.3659 -1.3377 1.2902
H 4.9511 -2.8496 2.1330
H 2.5510 -3.1018 2.6635
H 1.3355 -2.5045 1.5340
H 1.9912 -1.4289 2.8442
H 2.9103 -0.2242 -2.2721
H 3.6292 -1.6384 -3.0798
H 4.6794 -0.3332 -2.5186
H 4.7951 -3.3311 -0.2296
H 5.9739 -2.1320 -0.8307
H 5.0186 -3.0877 -1.9550
```


[5]
This record from the OMol25 dataset describes C43H39As2N6SSn as an isolated structure at a distorted geometry. The level of theory is the ωB97M-V functional and the def2-TZVPD basis.

## Properties
ΔE to the lowest compared entry with this formula, charge and spin	0.0	kcal/mol
F_max	2.9	eV/A
highest occupied orbital energy	-0.5543	Eh
net charge	+3
DFT total energy	-7073.6740	Ha
orbital gap	0.2221	hartree

Geometry as XYZ:
```
92
C43H39As2N6SSn (the ωB97M-V functional and the def2-TZVPD basis)
Sn 0.1007 0.9608 -0.1952
N -4.2245 2.2554 0.9241
C -2.9108 1.9743 0.9625
S -2.4077 0.9247 -0.3781
N -2.2058 2.4870 1.9261
N -0.8873 2.0991 1.6384
C -0.0111 2.4674 2.4742
C 1.3902 1.9516 2.3246
C 2.3079 2.2397 3.3227
C 3.5764 1.6753 3.2875
C 3.9077 0.8155 2.2603
C 2.9812 0.5709 1.2762
N 1.7484 1.1217 1.2728
H -4.8224 1.8687 0.2157
H -4.6209 2.8115 1.6667
H -0.2906 3.0869 3.3237
H 2.0168 2.8990 4.1274
H 4.2921 1.8979 4.0680
H 4.8706 0.3273 2.2111
H 3.2261 -0.0958 0.4782
C 4.2458 0.7061 -2.5770
C 4.1986 1.8376 -3.3682
C 3.0458 2.6073 -3.3662
C 1.9787 2.2228 -2.5655
N 2.0201 1.1253 -1.7964
C 3.1367 0.3878 -1.8128
C 0.7756 3.0830 -2.4446
C 0.5216 4.1113 -3.3420
C -0.5352 4.9730 -3.1128
C -1.3207 4.7902 -1.9873
C -1.0553 3.7166 -1.1672
N -0.0420 2.8655 -1.3951
H 5.1165 0.0672 -2.5423
H 5.0469 2.1285 -3.9732
H 2.9961 3.5075 -3.9574
H 3.1403 -0.5222 -1.2347
H 1.1447 4.2367 -4.2134
H -0.7329 5.7866 -3.7982
H -2.1366 5.4550 -1.7436
H -1.6699 3.5315 -0.2994
C -1.3291 -2.7218 -0.6322
C -1.1500 -2.8267 0.8941
As -1.0756 -1.2164 1.9894
C -0.1684 -1.6876 3.5880
C -0.7849 -2.4662 4.5606
C -0.0457 -2.8767 5.6626
C 1.2840 -2.4999 5.7901
C 1.8943 -1.7211 4.8152
C 1.1711 -1.3142 3.7049
C -2.7996 -0.6882 2.5222
C -2.9311 -0.0106 3.7337
C -4.1963 0.3403 4.1910
C -5.3132 0.0263 3.4378
C -5.1811 -0.6290 2.2120
C -3.9284 -0.9688 1.7441
As -0.2729 -1.3621 -1.5563
C -1.0665 -1.0830 -3.2718
C -1.1555 -2.1518 -4.1619
C -1.7880 -1.9785 -5.3833
C -2.3271 -0.7443 -5.7171
C -2.2395 0.3206 -4.8318
C -1.6107 0.1560 -3.6054
C 1.3731 -2.2952 -1.8994
C 2.0053 -2.9008 -0.8101
C 3.2227 -3.5437 -0.9847
C 3.8154 -3.5750 -2.2432
C 3.1890 -2.9643 -3.3194
C 1.9703 -2.3170 -3.1509
H -2.3613 -2.5758 -0.9498
H -0.9892 -3.6584 -1.0772
H -0.2198 -3.3349 1.1450
H -1.9591 -3.4072 1.3452
H -1.8258 -2.7506 4.4740
H -0.5059 -3.4873 6.4274
H 1.8478 -2.8132 6.6586
H 2.9335 -1.4372 4.9285
H 1.6380 -0.7207 2.9376
H -2.0610 0.2307 4.3323
H -4.3076 0.8507 5.1380
H -6.2982 0.2905 3.8001
H -6.0620 -0.8752 1.6344
H -3.8367 -1.4582 0.7821
H -0.7353 -3.1218 -3.9208
H -1.8629 -2.8047 -6.0773
H -2.8174 -0.6127 -6.6723
H -2.6651 1.2800 -5.0943
H -1.5607 0.9993 -2.9277
H 1.5663 -2.8900 0.1816
H 3.7026 -4.0310 -0.1463
H 4.7592 -4.0844 -2.3827
H 3.6467 -2.9990 -4.2994
H 1.5008 -1.8456 -4.0049
```


[6]
This record from the OMol25 dataset describes a 2-piece molecular cluster, C6H8N2O2 overall at a distorted geometry. The level of theory is the ωB97M-V functional and the def2-TZVPD basis.

## Properties
ΔE to the lowest compared entry with this formula, charge and spin	27.3	kcal/mol
F_max	2.9	eV/A
highest occupied orbital energy	-0.3741	Eh
DFT total energy	-493.4034	Ha
structure (SMILES)	N#CC1=CC(=O)NCC1.O
orbital gap	0.3590	hartree

Geometry as XYZ:
```
18
C6H8N2O2 (the ωB97M-V functional and the def2-TZVPD basis)
N 0.3435 3.9594 1.1119
C 0.1676 2.8402 0.8756
C -0.0603 1.4446 0.5870
C 0.7653 0.5077 1.0854
C 0.4607 -0.9532 0.9459
O 0.7300 -1.7296 1.8701
N -0.4771 -1.2607 -0.0072
C -1.0489 -0.2741 -0.9118
C -1.2840 1.0560 -0.2105
H 1.5891 0.7528 1.7556
H -0.9060 -2.1864 0.0365
H -0.3704 -0.1305 -1.7686
H -1.9945 -0.6691 -1.3010
H -1.5201 1.8239 -0.9570
H -2.1456 0.9920 0.4736
O 2.1234 -2.3389 -0.9972
H 1.1160 -2.2815 -1.1955
H 2.5113 -1.5526 -1.3928
```